# 1
Entry from the Open Molecules 2025 dataset: a structure of composition C28H44BaCl3N4O3SeSi in a non-equilibrium geometry (ωB97M-V with the def2-TZVPD basis set).

Each line ends with the Mulliken charge.
Geometry (Å):
C (4.836078, 2.670440, 0.109014)  -1.640
C (3.360204, 2.912396, -0.086804)  1.207
H (5.277024, 3.569183, 0.570847)  0.405
H (5.332406, 2.523154, -0.863901)  0.248
H (5.035404, 1.817404, 0.773594)  0.273
C (2.920774, 4.137639, -0.577352)  -0.230
C (3.783032, 5.246714, -1.083572)  -1.584
H (1.847357, 4.321977, -0.634699)  0.394
H (4.357702, 4.959414, -1.984536)  0.296
H (4.461347, 5.663309, -0.318869)  0.356
H (3.128038, 6.074524, -1.391103)  0.369
Ba (-1.034348, -1.620627, -2.095193)  1.598
Cl (1.545451, -0.047769, 4.384547)  -0.242
Cl (0.607368, -3.925311, -2.843537)  -0.777
H (-1.897620, -6.694652, -0.625240)  0.370
H (-1.251721, -6.971130, 1.773524)  0.345
C (-1.693273, -5.622932, -0.654746)  -0.903
C (-0.408808, -6.410431, 1.338153)  -0.958
N (-0.885005, -5.307733, 0.511982)  0.141
H (-2.630281, -5.057174, -0.631857)  0.269
C (-0.567441, -4.044092, 0.809507)  0.182
O (-0.914442, -3.066039, 0.107795)  -0.385
H (0.206155, -5.998883, 2.149661)  0.289
H (0.018450, -3.925838, 1.744426)  0.189
H (-1.143100, -5.361869, -1.565625)  0.220
H (0.190204, -7.116155, 0.740723)  0.347
H (1.222860, 2.086209, -4.812341)  0.288
H (0.775603, 3.740843, -3.261698)  0.281
C (0.190661, 1.970948, -5.175854)  -1.140
C (-0.232253, 3.894162, -3.701546)  -0.844
N (-0.739615, 2.637176, -4.254113)  0.138
H (-0.052748, 0.906418, -5.231994)  0.402
C (-1.716027, 1.927073, -3.593727)  0.547
O (-2.222748, 0.850066, -3.939675)  -0.636
H (-0.929780, 4.265842, -2.933359)  0.294
H (-1.988553, 2.382928, -2.610637)  0.023
H (0.115342, 2.452502, -6.156617)  0.325
H (-0.139752, 4.618823, -4.531004)  0.318
O (2.769717, 0.557757, 0.404772)  -0.210
C (2.432911, 1.879474, 0.324899)  -0.297
C (0.183669, 2.719945, -0.408608)  0.916
C (1.052328, 2.289590, 0.625469)  0.011
H (0.596962, 2.738312, -1.429801)  0.184
C (-1.130509, 3.081568, -0.130197)  -1.033
H (1.762636, 0.291118, 3.159580)  0.198
C (0.619921, 2.386479, 1.971684)  -0.274
H (-1.806230, 3.415240, -0.925365)  0.257
C (-1.595327, 2.985415, 1.188706)  -0.785
C (-0.703908, 2.690102, 2.223581)  -1.027
H (1.358081, 2.276543, 2.774355)  1.099
H (-2.651325, 3.155025, 1.408346)  0.249
H (-1.055903, 2.660069, 3.251913)  0.465
Si (3.759338, -0.774862, 0.245953)  0.431
Cl (0.415038, 0.476971, -2.798949)  -0.875
C (3.025380, -1.322188, -1.430321)  -0.733
C (3.094246, -1.997705, 1.454644)  -0.846
C (5.572539, -0.573824, -0.107009)  -1.263
H (1.976122, -1.590419, -1.250356)  0.027
H (3.448689, -2.189883, -1.997493)  0.363
H (3.004319, -0.480627, -2.143077)  0.230
H (5.798317, 0.016722, -1.008927)  0.308
H (6.034474, -1.559478, -0.314616)  0.401
H (6.120929, -0.158078, 0.746991)  0.409
H (1.992919, -2.037927, 1.429739)  0.046
H (3.410299, -1.775176, 2.480108)  0.346
H (3.441114, -3.009839, 1.190987)  0.347
C (-2.548001, -0.148189, 3.669181)  -0.746
N (-3.316739, -0.409593, 2.463596)  0.468
C (-2.811794, -0.311407, 1.198121)  -0.631
Se (-1.051813, 0.061001, 0.771976)  -0.546
N (-3.851424, -0.667663, 0.362697)  0.308
C (-4.992794, -1.009781, 1.102913)  0.428
C (-6.186273, -1.603634, 0.707380)  -1.064
C (-7.065479, -1.989278, 1.731281)  -0.462
C (-6.734802, -1.802866, 3.087343)  -0.600
C (-5.513571, -1.229377, 3.466235)  -1.186
C (-4.651944, -0.836966, 2.438554)  1.203
H (-1.587183, -0.678499, 3.629038)  0.231
H (-3.150477, -0.510057, 4.505822)  0.345
H (-2.359716, 0.929077, 3.779589)  0.086
H (-3.825825, -0.631160, -0.656090)  0.206
H (-6.387671, -1.739180, -0.363661)  0.319
H (-8.016926, -2.456306, 1.477188)  0.330
H (-7.447130, -2.116944, 3.847419)  0.338
H (-5.211114, -1.088073, 4.497498)  0.254

Cartesian forces, eV/Å:
C 0.174 0.210 -0.269
C -0.761 -0.332 0.255
H -0.045 -0.303 -0.168
H 0.065 -0.106 0.367
H -0.081 0.341 -0.369
C -0.225 -0.782 0.424
C -0.020 0.380 -0.151
H 0.437 -0.124 0.049
H 0.024 0.085 0.449
H 0.020 -0.242 -0.287
H 0.240 -0.148 0.051
Ba -0.562 -0.773 0.420
Cl 0.107 -0.025 -0.060
Cl -0.066 -0.108 -0.126
H -0.093 0.147 -0.106
H 0.211 0.228 -0.091
C 0.100 0.130 -0.161
C -0.061 0.030 0.003
N 0.246 -0.213 0.608
H 0.078 -0.121 0.064
C -0.613 1.334 -1.287
O 0.484 -1.995 1.300
H -0.148 -0.234 -0.228
H -0.152 0.070 -0.383
H -0.068 -0.081 0.078
H -0.095 0.304 0.172
H -0.403 -0.098 0.009
H -0.492 0.092 -0.140
C -0.535 0.400 -0.397
C -0.086 -0.405 -0.177
N -0.389 -0.386 0.291
H 0.042 0.424 -0.133
C 0.317 -0.545 -0.073
O 0.355 1.295 0.041
H 0.356 -0.022 -0.341
H -0.095 0.021 -0.778
H -0.001 -0.114 -0.075
H -0.094 -0.121 0.460
O 0.001 1.438 1.313
C 1.352 0.888 -0.790
C 0.487 -0.157 0.137
C -1.023 0.235 0.347
H -0.505 -0.189 0.715
C 0.187 0.337 0.526
H -0.173 -0.145 0.043
C 0.561 0.407 -1.124
H 0.263 -0.197 0.385
C 0.258 0.442 -0.188
C -0.226 0.450 0.265
H -0.460 -0.132 -0.270
H 0.317 0.018 -0.022
H -0.011 0.133 -0.145
Si -1.993 -0.423 -3.301
Cl 1.875 0.285 0.599
C 0.439 -0.567 -0.339
C 0.407 -0.433 0.860
C 1.013 -0.171 0.618
H 0.182 0.091 -0.023
H -0.102 0.544 0.669
H 0.000 -0.176 0.348
H -0.432 0.028 0.423
H -0.461 0.220 0.226
H 0.159 0.047 -0.224
H 0.345 0.374 -0.161
H -0.122 -0.235 0.038
H 0.071 0.288 0.089
C -0.252 -0.099 -0.229
N -0.664 -0.078 0.004
C 0.096 -0.204 -0.125
Se -0.359 -1.314 -0.491
N -0.637 -0.071 0.192
C 1.182 0.119 -0.225
C -0.053 0.073 -1.408
C -0.364 -0.086 1.697
C -1.015 -0.442 -1.454
C 0.586 0.376 0.879
C 0.928 0.004 -0.414
H -0.240 0.173 -0.026
H 0.234 0.100 -0.023
H -0.034 -0.340 0.030
H 0.079 0.117 0.809
H -0.114 -0.010 0.554
H 0.183 0.112 0.085
H 0.119 0.036 -0.110
H -0.255 -0.084 -0.002

## Properties
Max |F| = 3.88 eV/A
Frontier orbital gap (alpha / beta) = 5.98 / 2.61 eV
LUMO energy (alpha / beta) = 2.020 / 2.114 eV
M = 835.4 g/mol
HOMO energy (alpha / beta) = -3.96 / -0.50 eV
Net charge = -1

# 2
Entry from the Open Molecules 2025 dataset: a structure of composition C28H44BrN3P2Sn in a non-equilibrium geometry (ωB97M-V with the def2-TZVPD basis set).

Each line ends with the Mulliken charge.
Geometry (Å):
C (-0.431489, 6.725119, -5.979085)  -0.207
C (-0.602408, 5.371692, -6.390840)  0.409
C (-0.933437, 5.096242, -7.758467)  -0.451
C (-1.071488, 6.205543, -8.619058)  -0.289
N (-0.888993, 7.464103, -8.204846)  0.063
C (-0.595608, 7.740338, -6.933913)  -0.429
C (-0.502614, 4.356192, -5.331632)  0.045
C (-0.336937, 3.722003, -4.288741)  -0.404
C (-0.774427, 2.944351, -3.122785)  0.598
C (-0.081373, 2.809637, -1.897098)  -0.332
C (-0.619522, 2.051602, -0.788368)  -0.348
C (-1.924780, 1.520815, -1.007194)  -0.045
C (-2.714221, 1.809282, -2.112734)  -0.719
C (-2.122859, 2.431813, -3.215813)  -0.404
Sn (-0.838063, -0.802578, -1.667096)  1.180
P (1.942938, -1.250257, -1.273612)  0.630
H (-1.124874, 4.078513, -8.133830)  0.432
H (-0.221663, 6.973694, -4.926891)  0.432
H (-1.354339, 6.046530, -9.668855)  0.410
H (-0.490689, 8.786352, -6.614866)  0.416
H (-2.710914, 2.651610, -4.115653)  0.594
H (0.832991, 3.387002, -1.758361)  0.600
H (-3.813675, 1.553420, -2.061814)  0.453
H (-0.089449, 1.904536, 0.174622)  0.420
C (2.501247, -2.816156, -0.463233)  -0.829
C (3.609433, -3.642362, -1.197015)  -1.189
H (1.573276, -3.350508, -0.191073)  0.388
H (2.972241, -2.472873, 0.465040)  0.596
H (3.915478, -4.536400, -0.611992)  0.386
H (3.358769, -4.030224, -2.210757)  0.289
H (4.513560, -2.987712, -1.253461)  0.255
C (2.446004, -1.374924, -3.093023)  0.889
C (3.323060, -0.296777, -3.784509)  -1.460
H (1.420817, -1.527087, -3.554437)  -0.855
H (3.012828, -2.342343, -3.237279)  0.118
H (3.163122, -0.426855, -4.868046)  0.445
H (3.151708, 0.769678, -3.548069)  0.275
H (4.387906, -0.538361, -3.601813)  0.364
C (3.235149, -0.061137, -0.651635)  -0.558
C (4.692327, -0.535670, -0.724597)  -1.328
H (2.856270, 0.105652, 0.377132)  0.453
H (3.052869, 0.844961, -1.252833)  0.421
H (5.367359, 0.271531, -0.429034)  0.432
H (4.897127, -1.364368, -0.037007)  0.326
H (5.005747, -0.825525, -1.739029)  0.244
Br (-3.091535, 0.335529, 0.089648)  -0.034
P (-2.272382, -2.908913, -3.569606)  0.123
C (-0.475676, -3.173681, -3.616902)  0.606
C (-0.218525, -4.606604, -4.090925)  -1.574
H (-0.054647, -2.963369, -2.621957)  -0.260
H (-0.030381, -2.436516, -4.295030)  0.408
H (0.830625, -4.739814, -4.368530)  0.401
H (-0.462321, -5.344157, -3.316524)  0.399
H (-0.839944, -4.824999, -4.976192)  0.442
C (-2.739959, -2.920353, -1.808429)  0.244
C (-4.203654, -3.377779, -1.784437)  -1.497
H (-2.744641, -1.896351, -1.365575)  -0.342
H (-2.098437, -3.555528, -1.177900)  0.578
H (-4.568320, -3.328627, -0.751421)  0.422
H (-4.816835, -2.707477, -2.414731)  0.370
H (-4.255437, -4.406391, -2.169371)  0.459
C (-2.531656, -1.226690, -4.269685)  0.258
C (-2.790931, -1.466074, -5.760394)  -1.491
H (-1.664457, -0.579573, -4.099256)  0.010
H (-3.368833, -0.714586, -3.781518)  0.441
H (-3.135500, -0.558847, -6.262554)  0.402
H (-1.883536, -1.818732, -6.263869)  0.373
H (-3.554405, -2.241495, -5.893032)  0.435
C (0.619771, 1.138689, 3.697894)  -0.730
N (-0.031856, -0.152168, 3.328455)  0.063
C (-0.575790, -1.082790, 4.381612)  -0.764
C (-0.092283, -0.500543, 2.054838)  0.061
N (-0.083055, -0.785648, 0.907546)  -0.356
H (0.648458, 1.274948, 4.803207)  0.303
H (0.077828, 1.969939, 3.228274)  0.307
H (1.631467, 1.189320, 3.268274)  0.298
H (-1.670762, -1.264176, 4.237412)  0.314
H (-0.091593, -2.094771, 4.354149)  0.323
H (-0.451002, -0.663966, 5.411429)  0.287

Cartesian forces, eV/Å:
C -0.315 -0.915 -0.832
C -0.128 0.166 -0.168
C 0.248 1.005 1.267
C -0.355 0.075 -1.406
N 0.440 -3.201 2.670
C 0.079 1.554 0.104
C 0.696 -0.252 1.106
C -1.250 0.642 -1.221
C -0.811 -0.324 0.271
C -0.555 -0.237 0.362
C -0.597 -0.144 -1.029
C -0.513 0.038 0.915
C -0.468 0.520 -1.572
C 0.416 0.478 0.498
Sn 2.751 1.382 2.251
P 2.183 0.078 -1.558
H 0.190 0.764 0.110
H -0.060 0.053 -0.782
H 0.141 0.155 0.350
H -0.048 -0.295 -0.339
H 0.289 -0.137 0.427
H -0.035 -0.432 0.006
H 1.523 0.310 -0.497
H -0.359 0.221 -0.892
C -0.198 -0.581 -0.091
C 0.292 0.064 -0.060
H 0.631 -0.254 -0.045
H -0.406 -0.037 0.079
H -0.423 0.640 -0.114
H 0.011 0.427 0.732
H -0.749 -0.779 -0.268
C -0.572 -1.027 0.041
C -0.011 -0.264 -0.336
H 1.449 0.420 -0.174
H -0.890 0.920 0.187
H 0.158 0.193 0.365
H -0.121 -0.611 0.093
H -0.656 0.338 -0.126
C -1.371 0.286 0.248
C 0.142 -0.110 -0.001
H 0.681 0.310 -0.302
H 0.262 -0.104 0.433
H -0.233 0.069 0.050
H -0.104 0.211 -0.169
H -0.251 0.036 0.477
Br 1.116 0.629 0.624
P 1.375 1.913 1.469
C -0.119 -0.475 -0.816
C 0.292 -0.540 -0.197
H -0.058 -0.511 -0.028
H -0.281 -0.246 -0.173
H -0.173 -0.013 0.059
H 0.023 0.165 -0.159
H 0.366 0.014 0.274
C -1.020 -0.382 0.216
C -0.356 -0.167 0.238
H -0.397 -0.778 -0.486
H -0.059 -0.045 -0.402
H -0.127 -0.188 -0.359
H 0.107 -0.382 0.300
H -0.322 0.294 0.260
C -0.955 -0.334 -0.482
C -0.064 0.011 -0.494
H 0.109 -0.378 -0.260
H -0.122 -0.338 -0.033
H 0.089 -0.136 0.084
H -0.125 0.102 0.027
H 0.016 0.260 -0.094
C 0.186 0.383 -0.330
N -0.207 -0.694 -0.408
C -0.637 -0.905 0.361
C 0.233 0.163 0.237
N -0.492 0.278 0.894
H -0.081 -0.318 -0.982
H -0.146 -0.171 0.411
H -0.153 -0.265 0.460
H 0.883 0.399 -0.013
H -0.128 1.093 -0.093
H 0.124 -0.090 -1.160

## Properties
Max |F| = 4.19 eV/A
Energy relative to the best compared isomer or geometry (same formula, charge and spin) = 0.0 kJ/mol
Frontier orbital gap (alpha / beta) = 5.05 / 4.45 eV
LUMO energy (alpha / beta) = -13.522 / -14.119 eV
M = 683.2 g/mol
HOMO energy (alpha / beta) = -18.58 / -18.57 eV
Net charge = +4